{"formula": "BH24O10", "method": "ωB97M-V/def2-TZVPD", "energy_ha": -791.566772, "max_force_ha_per_bohr": 0.1808, "lumo_energy_ha": 0.096, "orbital_gap_ha": 0.341, "total_charge": -1, "molar_mass_g_mol": 194.99, "e_homo_ha": -0.2453, "elements": ["B", "H", "H", "H", "H", "O", "H", "H", "O", "H", "H", "O", "H", "H", "O", "H", "H", "O", "H", "H", "O", "H", "H", "O", "H", "H", "O", "H", "H", "O", "H", "H", "O", "H", "H"], "xyz": [[-0.167, 0.028, 0.214], [-0.520, -0.163, -0.930], [1.012, -0.288, 0.579], [-0.302, 1.132, 0.542], [-0.934, -0.739, 0.963], [4.241, -0.154, 1.093], [3.580, -0.287, 0.454], [4.478, -1.065, 1.468], [-3.212, -0.429, 2.471], [-3.105, 0.415, 1.854], [-2.680, -1.243, 2.285], [2.828, 0.265, -1.626], [3.102, 1.194, -1.807], [2.078, 0.124, -0.948], [0.345, 1.098, 3.704], [0.282, 2.058, 3.673], [0.368, 0.784, 2.816], [0.411, -3.465, 0.720], [1.335, -3.978, 0.770], [0.565, -2.616, 0.528], [-1.688, 2.482, -1.809], [-1.398, 2.151, -2.769], [-1.369, 2.009, -1.024], [1.274, -2.422, -3.027], [0.572, -2.426, -2.505], [1.759, -1.401, -2.907], [0.689, 3.633, -1.172], [-0.164, 3.074, -1.343], [0.248, 4.451, -0.954], [-1.560, -2.783, -1.431], [-1.082, -3.116, -0.552], [-1.895, -1.943, -1.311], [-3.276, 1.437, 0.928], [-2.273, 1.389, 0.801], [-3.541, 0.792, 0.251]], "nbo_charge": [-0.79, -0.04, -0.06, -0.06, -0.04, -0.95, 0.48, 0.46, -1.05, 0.48, 0.47, -1.02, 0.49, 0.53, -0.95, 0.46, 0.49, -0.95, 0.48, 0.48, -0.99, 0.51, 0.51, -0.97, 0.47, 0.49, -0.97, 0.48, 0.45, -0.99, 0.51, 0.47, -0.90, 0.51, 0.49]}